[1]
{"formula": "C7H9ClNO2", "method": "wB97M-V/def2-TZVPD", "total_charge": -1, "smiles": "C#CN[C@H](CCCCl)C(=O)[O-]", "molar_mass_g_mol": 174.6, "gap_ev": 7.4, "de_lowest_kcal_mol": 6.0, "e_tot_ev": -25511.90646, "homo_energy_ev": -4.15, "species": ["O", "H", "C", "H", "Cl", "H", "C", "H", "H", "C", "C", "H", "C", "C", "N", "H", "H", "O", "H", "C"], "coordinates": [[-1.52540, 1.45844, -1.71041], [1.19796, -0.30802, 2.29662], [0.06723, -0.38713, -1.50498], [-2.65564, -1.80048, 1.73678], [2.49964, 1.72311, 2.22936], [0.27947, 1.05281, 2.94818], [0.96722, 0.75482, 2.14989], [-0.74381, 0.86213, 0.89113], [1.88102, 0.12993, -0.51065], [0.33988, 0.93318, 0.72403], [-0.45013, 0.96673, -2.08280], [0.79716, -0.74115, -2.24749], [0.87254, -0.18983, -0.18980], [-2.21082, -1.50582, 0.81278], [-0.98230, -1.43470, -1.44002], [0.58018, 1.93866, 0.36728], [-0.60686, -2.36422, -1.57883], [0.28406, 1.47376, -2.94700], [1.03797, -1.13967, 0.34652], [-1.69182, -1.46469, -0.27249]]}


[2]
{"formula": "CH6S2", "method": "wB97M-V/def2-TZVPD", "smiles": "SS.C", "molar_mass_g_mol": 82.2, "gap_ev": 9.9, "de_lowest_kcal_mol": 1.2, "e_tot_ev": -22804.57748, "homo_energy_ev": -9.61, "species": ["H", "H", "H", "H", "S", "C", "H", "S", "H"], "coordinates": [[-0.71354, 1.67095, 1.83621], [0.60486, -1.11853, -0.60198], [1.57469, -0.55764, -1.95573], [1.78788, 0.20040, -0.38786], [-0.37108, 0.37501, 1.92805], [1.05377, -0.24007, -1.05281], [0.31051, 0.49438, -1.34186], [-2.22372, -0.43146, 1.45195], [-2.02338, -0.39303, 0.12403]]}


[3]
{"formula": "C18H50N2O9S7", "method": "wB97M-V/def2-TZVPD", "molar_mass_g_mol": 663.1, "gap_ev": 8.4, "e_tot_ev": -116721.31724, "homo_energy_ev": -8.30, "species": ["O", "H", "H", "N", "H", "H", "O", "H", "O", "H", "H", "H", "H", "H", "H", "H", "C", "C", "H", "C", "C", "N", "H", "H", "H", "S", "O", "C", "H", "H", "H", "C", "H", "S", "H", "C", "H", "H", "O", "H", "H", "H", "C", "H", "S", "S", "H", "H", "C", "H", "C", "H", "H", "O", "O", "C", "H", "H", "H", "C", "H", "S", "C", "H", "C", "H", "H", "H", "H", "O", "H", "S", "H", "H", "H", "C", "C", "H", "O", "C", "H", "S", "H", "C", "H", "H"], "coordinates": [[2.24030, -4.17476, -0.07950], [-5.95931, -9.92033, -6.60857], [1.74630, 2.66585, 1.62676], [0.78437, 2.99947, 1.88864], [-1.66399, -3.48417, -7.06037], [-1.07880, 3.85266, 3.79688], [2.04917, 11.34045, 3.91685], [-0.33091, 4.23250, 5.49879], [0.06405, 5.76835, 3.92239], [2.34592, -7.75695, 0.19580], [2.53878, 12.69144, 2.11263], [4.59593, 12.26058, 0.58569], [3.63048, -0.53695, -0.87882], [-2.71227, -2.67668, -5.86715], [4.00700, -2.04657, -0.01048], [-6.92728, -12.10882, -5.81809], [2.64771, -6.75341, 0.50248], [2.63404, 13.77482, 2.01098], [-1.63775, -11.10975, -2.63700], [-2.47027, -8.88177, -4.22283], [4.76174, 13.32883, 0.43216], [2.09895, 6.39406, 2.79489], [1.81572, 4.40622, 3.65151], [-5.36018, -8.61278, -5.55492], [0.12362, 9.77884, 5.36134], [-2.80465, -9.01458, -2.44934], [3.39892, 6.74020, 5.20168], [2.36125, -1.83852, 2.31796], [-7.09942, -8.99895, -5.58024], [3.73677, -6.67517, 0.46041], [-3.15544, -4.28927, -6.50700], [-1.46477, -10.17749, -2.09473], [1.66189, 14.24123, 2.18815], [1.94686, -1.05671, 0.73986], [-3.17375, -8.16669, -4.65607], [-2.77083, -4.56972, -3.72557], [1.25332, 8.61516, 6.12142], [-0.01037, -6.94061, -0.53260], [-4.51134, -11.25866, -4.52448], [5.29643, 13.47970, -0.50873], [1.23725, 4.92481, 0.77632], [2.77204, -2.83399, 2.13519], [3.63891, -1.02444, 0.09904], [0.02369, -5.76177, 0.81546], [-1.38264, -4.41934, -4.87608], [2.42945, 10.40452, 5.02528], [-3.13999, -3.57470, -3.46721], [3.35681, 14.15805, 2.73550], [2.75920, 6.65235, 4.00281], [2.30935, -6.55425, 1.52187], [0.21105, -5.90870, -0.25108], [0.04365, 2.47071, 1.35512], [-0.42552, -5.23254, -0.82692], [-2.43987, -7.70180, -1.82265], [3.44532, 15.65268, 0.28781], [1.06498, 9.23656, 5.24307], [5.35233, 13.73947, 1.25428], [-0.51667, 4.70750, 1.53756], [4.28478, -0.46312, 0.77807], [-6.09328, -9.41766, -5.64801], [-2.61027, -9.85658, -4.69439], [-5.83420, -10.59054, -4.29452], [-0.77128, 4.71578, 4.52601], [-3.57019, -5.16099, -4.17904], [-7.12539, -11.75059, -4.80487], [-7.12346, -12.59768, -4.11462], [1.44809, -1.92782, 2.91139], [-1.78139, 5.25492, 4.86406], [-2.41881, -5.07077, -2.82056], [1.54782, 0.35966, 1.02948], [2.90278, 12.09279, 6.65333], [3.16777, 14.17947, 0.33028], [-0.50566, -9.74414, -2.38886], [-8.09781, -11.25466, -4.76531], [1.16482, 11.69605, 6.62288], [2.17459, 11.28076, 6.58796], [1.14997, 5.21613, 3.09774], [2.32650, 10.59189, 7.42139], [-1.02112, -5.80239, -5.32960], [0.63904, 4.50460, 1.69218], [3.08657, -1.22641, 2.85965], [1.93962, -5.53562, -0.63345], [-1.44921, -8.52900, -4.38497], [-2.32897, -3.64073, -6.20760], [-1.45629, -10.38025, -1.02103], [1.00748, 8.60076, 4.35625]]}


[4]
{"formula": "CH33O16", "method": "wB97M-V/def2-TZVPD", "total_charge": -1, "molar_mass_g_mol": 301.3, "gap_ev": 8.3, "de_lowest_kcal_mol": 19.2, "e_tot_ev": -34334.67556, "homo_energy_ev": -6.11, "species": ["H", "O", "H", "H", "H", "H", "H", "O", "H", "H", "H", "H", "H", "O", "O", "H", "H", "O", "H", "H", "O", "H", "H", "H", "O", "H", "H", "H", "O", "H", "H", "O", "H", "H", "O", "H", "H", "O", "H", "H", "O", "O", "H", "O", "O", "H", "C", "H", "H", "O"], "coordinates": [[3.35409, 0.14371, 0.48727], [4.09667, 0.71095, 0.38016], [1.94115, -1.79779, 0.42893], [0.59940, -1.70407, -1.76259], [-0.67955, 0.45686, -1.95288], [1.66274, -1.21859, -2.63977], [-1.97103, 2.03186, -2.12729], [-0.94914, 0.82906, -2.82038], [-1.46224, 2.43921, 2.32781], [0.02602, -3.66008, 0.26217], [-1.15146, 0.07077, -3.39455], [1.00134, 0.31544, -0.14259], [-0.61074, 1.09876, -0.27085], [-1.89920, -3.11887, -1.85079], [-0.36146, 1.05180, 3.41203], [-2.76155, -2.85477, -1.63040], [-2.91032, -1.19147, 2.40204], [-3.31886, -0.84521, 1.57975], [2.67751, 1.18525, -2.18971], [2.29099, 1.07041, 2.28720], [0.45391, 3.22028, -1.09203], [-0.38994, 0.02317, 1.00608], [-0.05295, 2.41477, -0.94665], [0.28230, 1.44112, 2.81813], [1.36428, -2.00284, -2.20613], [0.02769, 3.56918, -1.86060], [3.57575, 0.06276, -2.41568], [4.77780, 0.53351, 0.99555], [0.41195, -1.53814, 3.24168], [3.15073, -2.49617, 1.19244], [-3.71719, 0.21774, -0.86592], [1.73081, 1.82967, 1.98064], [-1.84203, 2.04702, 0.84119], [0.08445, 0.20870, 3.58447], [-1.75704, 2.76935, 1.46569], [0.40141, -1.89982, 2.34304], [-2.58950, -0.36456, 1.19460], [0.13479, -2.87020, 0.80057], [0.74191, -2.26199, 3.77776], [-2.41791, -0.48285, -1.38989], [-2.63821, 2.47744, -1.57385], [-3.38847, -0.46417, -1.51324], [-3.34529, 2.73243, -2.10446], [2.66085, 0.33344, -2.61885], [-0.62440, -0.84528, -0.83739], [-1.35088, -2.34065, -1.59914], [-0.10005, 0.18132, -0.06700], [2.19093, 2.57912, 2.38174], [-0.23214, -2.12012, 0.27002], [2.88207, -1.96747, 0.41163]]}


[5]
{"formula": "C3H7N2S", "method": "wB97M-V/def2-TZVPD", "total_charge": 1, "spin_multiplicity": 3, "molar_mass_g_mol": 103.2, "s2": 2.01, "gap_ev": [5.9, 8.5], "de_lowest_kcal_mol": 45.8, "e_tot_ev": -17028.35446, "homo_energy_ev": [-10.64, -14.64], "species": ["C", "S", "H", "N", "N", "H", "H", "H", "H", "H", "H", "C", "C"], "coordinates": [[1.19175, 0.35619, 0.05951], [-1.55237, -0.38054, -1.55606], [1.16230, -2.01859, 1.93640], [1.41558, -0.06435, 1.14576], [1.33286, 1.08988, -0.96358], [-3.31306, 1.28051, -1.69620], [-3.71160, -0.53417, -1.96303], [2.10574, -0.87288, 2.85002], [0.25088, -0.82680, 2.53984], [0.54486, 1.24917, -1.54547], [2.30347, 1.44897, -1.15499], [1.21813, -1.00242, 2.18518], [-2.94855, 0.27503, -1.83740]]}